C15H21ClN2O2 | ωB97M-V with the def2-TZVPD basis set

The value obtained for the energy above the lowest of the compared OMol25 structures with the same formula, charge and spin is 12.0 kcal/mol. The value obtained for the LUMO energy is 0.7188 eV. The molecular weight comes out at 296.8 Da. The HOMO energy is -8.20 eV. Its SMILES is C[C@H](Oc1ccccc1Cl)C(=O)N1CCCN(C)CC1. The calculation puts the orbital gap at 0.3279 Eh.

```
41
Properties=species:S:1:pos:R:3:nbo_charge:R:1
C 1.021 2.600 -1.594 -0.6285
H 0.586 3.591 -1.513 0.2302
H 0.692 2.156 -2.530 0.2343
H 2.106 2.675 -1.598 0.2111
C 0.548 1.733 -0.431 0.0136
C -0.988 1.592 -0.483 0.6752
O -1.627 2.132 -1.366 -0.6240
N -1.579 0.901 0.514 -0.4341
C -0.916 0.175 1.570 -0.2132
H 0.066 0.608 1.755 0.2116
C -0.772 -1.338 1.264 -0.4344
H -1.211 -1.927 2.069 0.2102
H 0.286 -1.592 1.205 0.2261
C -1.406 -1.745 -0.063 -0.2169
N -2.864 -1.735 -0.058 -0.4497
C -3.376 -1.794 -1.410 -0.4096
H -3.091 -0.925 -2.022 0.1705
H -2.984 -2.690 -1.889 0.2009
H -4.462 -1.864 -1.381 0.1967
C -3.470 -0.700 0.750 -0.2281
C -3.024 0.743 0.461 -0.2505
H -3.487 1.412 1.197 0.1941
H -3.343 1.054 -0.535 0.2427
H -3.281 -0.942 1.799 0.1892
H -4.551 -0.751 0.599 0.2114
H -1.099 -2.772 -0.291 0.2031
H -1.001 -1.101 -0.859 0.1810
H -1.509 0.322 2.479 0.1992
O 1.100 0.429 -0.503 -0.5152
C 2.395 0.219 -0.159 0.3596
C 3.242 1.145 0.443 -0.3187
C 4.540 0.799 0.782 -0.1794
C 5.021 -0.471 0.528 -0.2334
C 4.196 -1.406 -0.074 -0.2051
C 2.902 -1.063 -0.413 -0.1122
Cl 1.875 -2.226 -1.174 0.0191
H 4.550 -2.402 -0.287 0.2303
H 6.033 -0.736 0.791 0.2193
H 5.175 1.537 1.248 0.2164
H 2.899 2.146 0.652 0.2223
H 0.804 2.213 0.526 0.1846
```


C4H15N2OS | ωB97M-V with the def2-TZVPD basis set

Its total charge is +1. The value obtained for the energy above the lowest of the compared OMol25 structures with the same formula, charge and spin is 173.9 kcal/mol. The value obtained for the LUMO energy is -9.0180 eV. The molecular weight comes out at 139.2 Da. The HOMO energy is -11.99 eV. The calculation puts the orbital gap at 0.1091 Eh.

```
23
Properties=species:S:1:pos:R:3:nbo_charge:R:1
N -4.926 1.484 0.422 -1.0257
C 2.680 0.446 -0.282 -0.1522
C 2.104 1.171 0.726 -0.4086
C -1.468 0.017 0.939 -0.1827
S -0.578 -1.153 -0.010 0.3434
C 4.166 0.268 -0.446 -0.2759
N 4.409 -1.186 -0.757 -0.8097
H -3.935 1.371 0.713 0.3242
H -5.599 0.945 0.957 0.3807
H -5.063 1.408 -0.532 0.3758
H 2.007 -0.089 -0.971 0.1754
H 1.011 1.259 0.849 0.1584
H 2.758 1.518 1.517 0.2169
H -2.052 -0.362 1.761 0.2368
H -1.928 0.832 0.368 0.2735
H -1.464 -2.284 -0.191 0.2412
H 4.555 0.737 0.473 0.1922
H 4.664 0.788 -1.299 0.2233
H 3.666 -1.723 -0.598 0.3394
H 5.187 -1.572 -0.336 0.3694
H -2.708 -1.026 -0.686 0.4273
H -3.964 -1.857 -1.357 0.4994
O -3.523 -0.990 -1.260 -0.9224
```


C40H63IrN7O2P | ωB97M-V with the def2-TZVPD basis set

Its total charge is +3. The value obtained for the energy above the lowest of the compared OMol25 structures with the same formula, charge and spin is 128.3 kcal/mol. The value obtained for the LUMO energy (alpha / beta) is -10.5337 / -10.6580 eV. The expectation value of S² is 1.170. The molecular weight comes out at 897.2 Da. Its multiplicity is 2. The HOMO energy (alpha / beta) is -15.84 / -16.16 eV. The calculation puts the orbital gap (alpha / beta) at 0.1951 / 0.2022 Eh.

```
114
Properties=species:S:1:pos:R:3:lowdin_spin:R:1
Ir -0.756 1.077 0.908 -0.1570
C -1.322 0.892 4.009 0.0071
N -0.979 -0.060 2.943 0.0721
C -2.048 -1.040 2.773 0.0044
C 0.315 -0.611 3.223 0.1116
C 0.492 -1.758 3.971 -0.0073
C 1.759 -2.114 4.423 0.1545
C 2.849 -1.286 4.164 -0.0013
C 2.705 -0.160 3.386 0.1055
C 1.453 0.151 2.804 0.0536
N 1.239 1.134 1.908 0.3969
C 2.141 2.007 1.389 0.0210
C 3.516 1.776 1.175 0.0703
C 4.355 2.809 0.813 -0.0084
C 3.851 4.089 0.625 0.0862
C 2.479 4.303 0.678 -0.0062
C 1.614 3.275 1.002 0.0627
N 0.181 3.426 0.997 -0.0457
C -0.315 3.954 2.272 0.0028
C -0.283 4.258 -0.112 -0.0014
H -1.503 0.363 4.950 0.0004
H -2.225 1.440 3.748 0.0008
H -0.503 1.590 4.166 0.0004
H -2.340 -1.511 3.716 0.0025
H -1.730 -1.809 2.075 -0.0003
H -2.933 -0.541 2.378 0.0013
H -0.350 -2.363 4.267 -0.0025
H 1.877 -2.984 5.050 0.0063
H 3.815 -1.523 4.581 -0.0023
H 3.539 0.510 3.254 0.0044
H 3.911 0.778 1.260 0.0021
H 5.410 2.627 0.685 -0.0012
H 4.514 4.910 0.401 0.0041
H 2.104 5.295 0.478 -0.0014
H 0.034 4.981 2.430 -0.0017
H 0.048 3.350 3.102 0.0006
H -1.404 3.964 2.268 0.0003
H 0.021 5.301 -0.002 -0.0017
H -1.370 4.252 -0.142 0.0000
H 0.112 3.878 -1.051 0.0000
O 0.100 -0.905 0.131 0.0083
P 0.483 -1.849 -0.979 0.0004
C 1.346 -3.316 -0.212 0.0029
C 2.720 -2.890 0.297 0.0004
C 3.533 -4.144 0.647 0.0002
C 2.657 -5.223 1.280 0.0007
C 1.456 -4.600 1.970 0.0049
C 0.538 -3.920 0.937 0.0001
C 1.546 -1.043 -2.276 -0.0013
C 2.403 0.075 -1.681 0.0004
C 3.029 0.883 -2.816 -0.0001
C 3.681 -0.008 -3.880 0.0000
C 3.765 -1.461 -3.448 -0.0001
C 2.376 -2.026 -3.112 -0.0003
C -1.045 -2.383 -1.923 -0.0011
C -2.225 -2.588 -0.981 0.0001
C -3.373 -3.241 -1.759 0.0000
C -3.013 -4.676 -2.131 0.0000
C -1.507 -4.856 -2.332 0.0000
C -0.840 -3.587 -2.848 -0.0001
H 1.474 -4.056 -1.005 0.0005
H 2.585 -2.246 1.169 0.0002
H 3.268 -2.323 -0.454 0.0000
H 4.334 -3.851 1.329 0.0000
H 4.014 -4.543 -0.248 0.0000
H 3.244 -5.803 1.993 0.0000
H 2.312 -5.931 0.524 0.0003
H 1.803 -3.866 2.700 0.0031
H 0.890 -5.359 2.510 0.0000
H -0.030 -3.132 1.437 -0.0002
H -0.166 -4.660 0.554 0.0002
H 0.817 -0.542 -2.923 -0.0001
H 3.186 -0.336 -1.045 0.0002
H 1.778 0.725 -1.064 0.0001
H 3.767 1.566 -2.390 -0.0001
H 2.261 1.506 -3.279 0.0000
H 4.685 0.356 -4.113 0.0000
H 3.124 0.056 -4.818 0.0000
H 4.421 -1.549 -2.578 0.0000
H 4.207 -2.062 -4.243 0.0000
H 2.516 -2.976 -2.597 0.0000
H 1.859 -2.235 -4.049 0.0000
H -1.239 -1.487 -2.525 0.0001
H -2.536 -1.626 -0.566 0.0000
H -1.961 -3.247 -0.152 0.0000
H -3.562 -2.650 -2.658 0.0000
H -4.284 -3.227 -1.160 0.0000
H -3.544 -4.954 -3.045 0.0000
H -3.360 -5.367 -1.361 0.0000
H -1.316 -5.670 -3.032 0.0000
H -1.052 -5.157 -1.385 0.0000
H -1.276 -3.349 -3.821 -0.0001
H 0.220 -3.776 -3.023 0.0000
C -4.181 5.162 -2.679 0.0000
C -4.977 5.236 -1.384 0.0003
C -4.196 5.956 -0.287 0.0000
C -5.443 3.827 -0.936 0.0002
N -4.335 3.004 -0.536 0.0037
C -3.890 2.780 0.703 -0.0015
N -2.760 2.102 0.666 -0.0124
N -2.544 1.925 -0.698 0.0075
N -3.516 2.473 -1.436 0.0010
H -3.777 6.141 -2.926 0.0000
H -4.812 4.837 -3.501 0.0000
H -3.348 4.465 -2.597 0.0000
H -5.895 5.799 -1.571 0.0000
H -3.277 5.427 -0.035 0.0000
H -4.794 6.072 0.613 0.0000
H -3.914 6.950 -0.626 0.0000
H -5.946 3.332 -1.769 0.0001
H -6.129 3.911 -0.093 0.0000
H -4.393 3.102 1.594 0.0000
O -0.869 1.014 -2.035 0.0289
C -1.349 1.387 -0.999 0.0187
```


C19H20N3O3S | ωB97M-V with the def2-TZVPD basis set

Its total charge is -1. The value obtained for the energy above the lowest of the compared OMol25 structures with the same formula, charge and spin is 6.4 kcal/mol. The value obtained for the LUMO energy is 2.4397 eV. The molecular weight comes out at 370.5 Da. The HOMO energy is -2.74 eV. The calculation puts the orbital gap at 0.1905 Eh.

```
46
Properties=species:S:1:pos:R:3:nbo_charge:R:1
C 5.270 1.097 -3.955 -0.2574
O 4.848 -0.277 -3.772 -0.4986
C 3.940 -0.537 -2.796 0.3285
C 3.524 -1.886 -2.655 -0.2779
C 2.591 -2.203 -1.697 -0.1209
C 2.042 -1.200 -0.869 -0.1815
C 1.050 -1.549 0.133 0.2380
N 0.602 -0.678 0.963 -0.7201
S -0.468 -1.213 2.195 2.2547
C -0.869 0.319 3.013 -0.2609
C -0.152 0.704 4.147 -0.1827
C -0.525 1.856 4.831 -0.2335
C -1.616 2.619 4.398 -0.0081
C -1.999 3.857 5.156 -0.6286
C -2.331 2.212 3.264 -0.2156
C -1.965 1.061 2.572 -0.1886
O -1.672 -1.707 1.577 -0.8990
O 0.269 -2.023 3.133 -0.9541
C 2.473 0.131 -0.988 -0.0658
C 3.412 0.474 -1.950 -0.3438
H 5.969 1.020 -4.787 0.1974
H 4.424 1.753 -4.216 0.1847
H 5.775 1.491 -3.058 0.1785
H 3.954 -2.634 -3.316 0.2219
H 2.251 -3.228 -1.553 0.2207
H 0.796 -2.620 0.145 0.1934
H 0.686 0.104 4.485 0.2368
H 0.032 2.169 5.718 0.2055
H -2.867 4.331 4.688 0.2131
H -2.247 3.617 6.198 0.2166
H -1.171 4.578 5.177 0.2165
H -3.186 2.805 2.928 0.2097
H -2.520 0.732 1.700 0.2570
H 2.067 0.892 -0.322 0.2252
H 3.738 1.509 -2.060 0.2114
C -4.733 -0.984 -3.220 -0.6207
C -3.486 -1.573 -2.676 0.0254
C -2.407 -0.918 -1.949 -0.1762
N -1.457 -1.848 -1.688 -0.5765
C -1.925 -3.036 -2.193 0.0520
N -3.155 -2.883 -2.800 -0.5635
H -4.772 0.086 -2.976 0.1917
H -4.790 -1.094 -4.315 0.1908
H -5.624 -1.475 -2.797 0.1927
H -2.370 0.131 -1.675 0.1617
H -1.405 -3.981 -2.134 0.1499
```


C45H51CrN3O4P | ωB97M-V with the def2-TZVPD basis set

Its total charge is -1. The value obtained for the energy above the lowest of the compared OMol25 structures with the same formula, charge and spin is 30.9 kcal/mol. The value obtained for the LUMO energy (alpha / beta) is 2.3031 / 2.3027 eV. The expectation value of S² is 6.022. The molecular weight comes out at 780.9 Da. Its multiplicity is 5. The HOMO energy (alpha / beta) is -3.74 / -3.75 eV. The calculation puts the orbital gap (alpha / beta) at 0.2219 / 0.2225 Eh.

```
105
Properties=species:S:1:pos:R:3:lowdin_spin:R:1
Cr -0.180 -0.377 -0.392 3.7393
O -1.571 1.854 7.523 0.0000
C -2.375 2.551 6.582 0.0000
C -2.035 2.147 5.174 0.0001
C -2.898 2.513 4.129 0.0007
C -2.543 2.123 2.858 0.0002
N -1.449 1.431 2.535 0.0049
C -0.579 1.122 3.531 0.0007
C -0.886 1.468 4.877 0.0005
C 0.648 0.475 3.216 0.0027
C 1.714 0.254 4.099 0.0005
C 3.012 0.282 3.611 0.0003
C 4.189 0.095 4.508 0.0001
O 4.767 1.346 4.943 0.0000
C 3.156 0.860 2.301 0.0006
C 2.083 0.922 1.480 0.0072
N 0.942 0.107 1.840 0.0122
H -1.591 2.335 8.354 0.0000
H -2.227 3.633 6.681 0.0000
H -3.437 2.347 6.763 0.0000
H -3.812 3.067 4.305 0.0001
H -3.197 2.387 2.030 0.0000
H -0.215 1.204 5.681 0.0000
H 1.558 0.179 5.172 0.0002
H 4.998 -0.446 4.013 0.0000
H 3.892 -0.484 5.388 0.0000
H 4.057 1.993 4.868 0.0000
H 4.083 1.347 2.014 0.0000
H 2.043 1.466 0.550 0.0041
C -3.620 -0.002 -1.591 0.0060
C -3.228 1.308 -0.908 0.0011
C -4.177 2.431 -1.321 -0.0011
P -1.418 1.601 -1.137 0.0315
C -1.119 3.359 -0.622 0.0083
C 0.221 3.467 0.094 0.0046
C -1.210 4.402 -1.733 0.0006
C -1.092 1.438 -2.905 0.0114
C -1.742 2.155 -3.911 0.0005
C -1.460 1.977 -5.255 0.0060
C -2.185 2.743 -6.330 0.0010
C -0.476 1.041 -5.577 0.0005
C 0.177 0.295 -4.622 0.0022
C -0.125 0.450 -3.248 0.0088
N 0.461 -0.295 -2.270 0.0069
C 1.406 -1.284 -2.661 0.0057
C 1.002 -2.558 -3.073 0.0003
C -0.443 -2.903 -3.298 -0.0001
C 1.982 -3.519 -3.334 0.0002
C 3.334 -3.242 -3.240 -0.0004
C 4.371 -4.300 -3.502 -0.0001
C 3.716 -1.946 -2.896 0.0000
C 2.775 -0.967 -2.619 0.0006
C 3.210 0.435 -2.308 0.0010
H -4.646 -0.268 -1.328 0.0002
H -2.980 -0.836 -1.301 0.0040
H -3.557 0.094 -2.677 0.0002
H -3.312 1.152 0.172 0.0007
H -4.288 2.465 -2.407 0.0000
H -3.860 3.418 -0.983 0.0000
H -5.171 2.247 -0.904 -0.0001
H -1.901 3.557 0.116 0.0003
H 1.039 3.201 -0.583 0.0012
H 0.270 2.812 0.962 0.0015
H 0.385 4.496 0.426 0.0001
H -0.479 4.202 -2.518 0.0002
H -0.998 5.390 -1.315 0.0004
H -2.193 4.440 -2.203 0.0000
H -2.498 2.882 -3.642 -0.0002
H -2.831 3.509 -5.898 0.0000
H -2.815 2.091 -6.941 0.0004
H -1.488 3.244 -7.007 0.0002
H -0.220 0.884 -6.622 -0.0001
H 0.923 -0.431 -4.917 0.0003
H -1.099 -2.121 -2.930 0.0002
H -0.715 -3.818 -2.772 0.0001
H -0.628 -3.042 -4.368 0.0000
H 1.661 -4.516 -3.621 0.0001
H 3.905 -5.245 -3.782 0.0000
H 4.987 -4.482 -2.618 0.0000
H 5.045 -4.005 -4.310 0.0000
H 4.771 -1.696 -2.847 0.0000
H 4.293 0.528 -2.392 0.0001
H 2.927 0.737 -1.300 0.0008
H 2.741 1.151 -2.988 0.0002
O -2.262 -4.040 -0.513 0.0094
C -1.920 -2.938 -0.110 0.0102
O -0.851 -2.305 -0.433 0.0511
H -2.607 -2.382 0.566 0.0013
C -1.163 -4.467 3.237 -0.0011
C -1.544 -3.133 3.459 0.0027
C -0.801 -2.101 2.949 -0.0006
C 0.372 -2.344 2.189 0.0054
C 1.191 -1.304 1.599 0.0034
C 2.175 -1.657 0.707 0.0198
C 2.441 -3.009 0.393 0.0008
C 1.752 -4.001 1.003 0.0114
C 0.702 -3.692 1.906 0.0010
C -0.072 -4.735 2.465 0.0018
H -1.758 -5.277 3.641 -0.0001
H -2.444 -2.917 4.021 0.0002
H -1.154 -1.099 3.108 0.0001
H 2.804 -0.894 0.274 0.0023
H 3.210 -3.233 -0.336 -0.0003
H 1.956 -5.041 0.776 0.0007
H 0.200 -5.758 2.233 0.0001
```


C18H50NO9S8 | ωB97M-V with the def2-TZVPD basis set

Its total charge is -1. The value obtained for the LUMO energy is 1.9230 eV. The molecular weight comes out at 681.1 Da. The HOMO energy is -3.50 eV. The calculation puts the orbital gap at 0.1991 Eh.

```
86
Properties=species:S:1:pos:R:3:mulliken_charge:R:1
C -2.545 1.127 -3.431 -0.9969
C -2.458 0.308 -2.387 0.2403
C -1.408 0.410 -1.317 -0.3614
N -0.549 1.572 -1.329 -0.5519
S -1.018 2.945 -0.819 0.9741
C -2.333 2.708 0.379 -1.0490
O -1.635 3.827 -1.820 -0.7021
O 0.050 3.620 -0.074 -0.7003
H -3.194 0.910 -4.273 0.2838
H -1.967 2.043 -3.451 0.2682
H -3.174 -0.508 -2.303 0.2484
H -1.863 0.221 -0.329 0.1654
H -0.755 -0.447 -1.496 0.2272
H -2.445 3.676 0.866 0.3385
H -2.039 1.959 1.114 0.3473
H -3.250 2.433 -0.137 0.2666
C 0.497 -1.435 -5.191 -0.9723
S 0.073 -2.821 -4.127 0.4299
O -0.676 -2.231 -2.994 -0.4081
C 1.738 -3.137 -3.528 -0.9247
H -0.437 -1.060 -5.607 0.3076
H 0.963 -0.657 -4.587 0.2831
H 1.159 -1.774 -5.989 0.3953
H 2.123 -2.231 -3.060 0.2871
H 2.371 -3.453 -4.358 0.3845
H 1.660 -3.938 -2.794 0.2616
C 4.219 3.463 1.322 -0.9540
S 3.770 2.621 -0.203 0.6470
O 4.973 1.816 -0.592 -0.7184
C 3.772 4.084 -1.230 -0.7949
H 4.297 2.705 2.099 0.3029
H 5.176 3.967 1.185 0.3019
H 3.431 4.173 1.574 0.3315
H 4.755 4.551 -1.197 0.2191
H 2.994 4.764 -0.883 0.3689
H 3.542 3.768 -2.245 0.2924
C -5.787 4.252 -3.933 -1.0424
S -4.996 4.204 -2.312 0.6750
O -4.814 2.775 -1.989 -0.5378
C -6.452 4.761 -1.397 -1.0191
H -5.053 3.885 -4.647 0.3166
H -6.660 3.600 -3.926 0.2999
H -6.063 5.278 -4.178 0.3780
H -7.279 4.074 -1.581 0.2910
H -6.711 5.776 -1.698 0.3620
H -6.183 4.746 -0.342 0.3009
C -2.913 -4.107 -0.687 -1.0718
S -1.206 -4.609 -0.888 0.7087
O -1.209 -5.827 -1.754 -0.7037
C -0.959 -5.194 0.793 -1.0709
H -3.250 -3.751 -1.658 0.3151
H -3.503 -4.963 -0.360 0.4066
H -2.961 -3.293 0.036 0.3507
H -1.668 -5.989 1.024 0.3210
H -1.079 -4.367 1.492 0.4184
H 0.059 -5.574 0.847 0.2493
C -0.622 -6.779 6.042 -0.7144
S -0.015 -5.595 4.844 0.5288
O -1.218 -5.017 4.179 -0.5976
C 0.700 -6.777 3.694 -0.9129
H -1.139 -6.141 6.755 0.1329
H -1.303 -7.478 5.555 0.3226
H 0.212 -7.300 6.510 0.3464
H -0.076 -7.462 3.352 0.3038
H 1.504 -7.317 4.195 0.4150
H 1.102 -6.219 2.852 0.2204
C -1.870 -2.408 9.454 -0.9824
S -2.173 -3.541 8.094 0.5118
O -1.086 -4.563 8.149 -0.6406
C -1.722 -2.426 6.765 -0.8137
H -2.049 -2.955 10.377 0.3290
H -0.834 -2.071 9.411 0.3023
H -2.558 -1.566 9.381 0.3786
H -0.697 -2.092 6.918 0.2794
H -2.413 -1.583 6.745 0.4014
H -1.794 -2.993 5.836 0.2082
C 7.324 6.463 -4.906 -0.9780
S 6.773 5.192 -3.758 0.5647
O 6.051 5.903 -2.673 -0.6034
C 8.400 4.798 -3.104 -0.9261
H 6.434 6.870 -5.382 0.3193
H 7.842 7.244 -4.351 0.2960
H 7.976 6.018 -5.658 0.3628
H 8.838 5.699 -2.675 0.2955
H 9.027 4.397 -3.901 0.3487
H 8.254 4.044 -2.333 0.3159
```


Question: Which value of molecular weight does entry 1 give?
Answer: 296.8 Da


Question: What is the molecular weight in the third record?
Answer: 897.2 Da


Question: The lowest molecular weight belongs to which entry?
Answer: C4H15N2OS


Question: Look up the molecular weight of the second one.
Answer: 139.2 Da